{
  "formula": "C6H13O2",
  "method": "ωB97M-V/def2-TZVPD",
  "relative_energy_kcal_mol": 39.10,
  "molar_mass_g_mol": 117.2,
  "total_charge": -1,
  "gap_ev": 6.596,
  "elements": ["C", "O", "C", "C", "H", "H", "H", "H", "H", "H", "H", "C", "C", "C", "O", "H", "H", "H", "H", "H", "H"],
  "coordinates": [[0.110, -0.833, 1.909], [1.053, 0.186, 2.212], [0.772, -2.116, 1.421], [1.470, -1.928, 0.078], [-0.599, -0.503, 1.141], [-0.426, -0.983, 2.852], [-0.021, -2.875, 1.399], [1.524, -2.453, 2.142], [2.075, -2.805, -0.179], [2.141, -1.073, 0.147], [0.775, -1.747, -0.738], [-2.059, 1.815, -2.171], [-0.706, 1.376, -1.694], [-0.135, 1.997, -0.606], [0.965, 1.735, -0.009], [-2.820, 1.024, -2.180], [-2.405, 2.630, -1.532], [-2.029, 2.208, -3.202], [-0.070, 0.656, -2.192], [-0.715, 2.872, -0.233], [1.099, 0.816, 1.435]]
}